# 1
C14H11Cl2NO2 | ωB97M-V with the def2-TZVPD basis set

The geometry in XYZ format:
```
30
Properties=species:S:1:pos:R:3:mulliken_charge:R:1
O 3.64299 -0.18862 -1.38765 -0.64
C 2.60754 0.44332 -1.37113 0.24
C 1.67522 0.47780 -0.21510 -0.61
C 1.27506 -0.64344 0.38458 -0.68
C 0.30632 -0.70297 1.46802 0.58
C 0.13847 0.35464 2.36403 -0.31
C -0.79270 0.30917 3.38082 -0.86
C -1.59065 -0.81722 3.51991 0.43
Cl -2.76345 -0.89129 4.78086 -0.21
C -1.45491 -1.88923 2.65319 -0.84
C -0.51106 -1.82571 1.64248 0.77
Cl -0.39366 -3.16735 0.56597 -0.20
N 2.21784 1.19633 -2.43387 -0.09
C 0.91388 1.80844 -2.60099 -0.75
C -0.19155 0.90359 -2.15117 0.56
C -1.23658 1.10118 -1.29510 -0.65
C -1.92328 -0.13394 -1.21874 -0.28
C -1.24721 -0.98566 -2.03470 -0.68
O -0.20565 -0.36504 -2.60949 -0.35
H 1.32430 1.45155 0.09352 0.37
H 1.63508 -1.58974 0.00450 0.48
H 0.77226 1.22201 2.26771 0.43
H -0.90131 1.13546 4.06507 0.43
H -2.07615 -2.76381 2.76162 0.44
H 2.81641 1.12981 -3.24388 0.26
H 0.84710 2.74410 -2.03137 0.23
H 0.79404 2.04750 -3.66157 0.44
H -1.48391 2.00657 -0.77998 0.50
H -2.79172 -0.35168 -0.63247 0.51
H -1.40272 -2.01578 -2.28505 0.51
```

Calculated values
Energy   -1665.700066 Ha
Energy relative to the best compared isomer or geometry (same formula, charge and spin)   0.000 eV
Structure (SMILES)   O=C(/C=C/c1ccc(Cl)cc1Cl)NCc1ccco1

# 2
C28H15BrCl5F3MnNS2 | ωB97M-V with the def2-TZVPD basis set

The geometry in XYZ format:
```
56
Properties=species:S:1:pos:R:3:mulliken_charge:R:1
Mn -0.74933 -1.09540 -0.29414 -0.24
Cl 2.03716 -0.39012 -4.74068 -0.22
C 3.03938 2.37705 -3.85274 -0.86
C 1.06629 -0.39319 -0.79800 -0.25
C 2.11693 0.39774 -0.67140 0.13
Cl 1.98542 1.70494 0.49319 -0.12
C 3.43784 0.28456 -1.38435 0.98
Cl 4.50291 -0.85854 -0.50751 -0.17
C 4.12106 1.60334 -1.61744 -0.09
Cl 5.21995 2.24080 -0.48773 -0.11
C 3.75946 2.35599 -2.72010 0.62
Cl 4.25363 4.03409 -3.04042 -0.16
Br -2.41988 -3.07738 0.17391 -0.16
C -1.67675 -4.26628 -1.11636 0.60
C -2.24323 -5.50650 -1.30789 -0.68
C -1.68826 -6.35078 -2.26652 -0.57
C -0.59185 -5.94434 -3.00340 -0.89
C -0.02506 -4.69062 -2.78956 1.14
C 1.11171 -4.22708 -3.54481 0.04
C 2.07514 -3.60595 -4.05931 -0.89
C 0.82675 -1.59719 -1.48762 0.01
C -0.03004 -2.52694 -1.52880 -0.40
C -0.55983 -3.82309 -1.83126 0.76
H -3.10312 -5.80894 -0.72734 0.41
H -2.11749 -7.32816 -2.43668 0.40
H -0.16536 -6.60200 -3.74917 0.42
H 1.60895 -4.83217 -4.46201 0.25
H 2.41145 -1.63166 -4.71545 0.28
H 3.24327 -0.17806 -2.35433 -0.05
S -2.57646 -0.07427 -1.81947 -0.32
C -1.72172 1.32683 -2.15781 0.43
N -1.09349 2.08127 -1.26694 0.00
C -0.20334 3.10631 -1.79843 -0.07
C -0.78697 3.48672 -3.15488 -0.62
S -1.57139 1.96284 -3.76490 -0.11
H -1.00722 1.74884 -0.30803 0.01
H 0.80459 2.69522 -1.91617 -0.22
H -0.16130 3.95437 -1.11816 0.32
H -0.00747 3.79323 -3.84626 0.42
H -1.53944 4.26940 -3.07668 0.37
F -0.56068 4.06429 7.65812 -0.26
C -1.50328 3.10739 7.52958 0.84
F -2.69006 3.69411 7.75508 -0.28
F -1.29625 2.23629 8.53874 -0.26
C -1.43389 2.43199 6.19426 0.33
C -0.24891 1.80155 5.83262 -0.82
C -0.15239 1.16375 4.61221 -0.56
C -1.24156 1.14121 3.73314 0.40
C -2.42426 1.77956 4.11080 -0.63
C -2.52018 2.42285 5.33394 -0.47
C -1.13250 0.47786 2.46955 0.57
C -1.03319 -0.10085 1.40333 -1.01
H 0.59663 1.81316 6.50863 0.37
H 0.76706 0.67430 4.32111 0.46
H -3.26906 1.76401 3.43575 0.46
H -3.44033 2.91362 5.61875 0.45
```

Calculated values
Energy   -8252.273366 Ha
Energy relative to the best compared isomer or geometry (same formula, charge and spin)   10.669 eV
Multiplicity   5

# 3
CHN3O7 | ωB97M-V with the def2-TZVPD basis set

The geometry in XYZ format:
```
12
Properties=species:S:1:pos:R:3:mulliken_charge:R:1
C -0.24722 0.13864 0.00479 0.32
N -0.53910 -0.27830 -1.36258 0.98
N 0.63227 -1.35344 0.75202 0.89
N 0.66427 1.29685 0.10208 0.97
O 0.32287 -0.67642 -2.11642 -0.49
O 1.38469 -1.26154 1.63942 -0.50
O 1.65113 1.20044 -0.56793 -0.47
O -1.65673 -0.12290 -1.67176 -0.56
O 0.11039 -2.25274 0.20467 -0.49
O 0.32657 2.12295 0.94254 -0.63
O -1.24649 0.13553 0.90416 -0.42
H -1.40265 1.05092 1.16900 0.41
```

Calculated values
Energy   -729.294061 Ha
Energy relative to the best compared isomer or geometry (same formula, charge and spin)   0.619 eV

# 4
C11H15N | ωB97M-V with the def2-TZVPD basis set

The geometry in XYZ format:
```
27
Properties=species:S:1:pos:R:3:mulliken_charge:R:1
C 1.00128 -0.32241 2.28734 -1.56
C 1.04048 0.28309 0.89542 0.85
C 2.20482 0.66539 0.29207 -0.78
N 1.87919 1.46621 -0.79306 -0.04
C 0.52621 1.66810 -0.83742 -0.42
C -0.26120 2.35049 -1.76706 -0.72
C -1.61796 2.37683 -1.51856 -0.49
C -2.13689 1.93263 -0.28631 -0.69
C -1.40436 1.12523 0.55068 -0.48
C -0.03423 0.95801 0.25288 1.16
H 1.34654 -1.34565 2.38341 0.33
H -0.02260 -0.23940 2.65334 0.30
H 1.57747 0.35110 2.92495 0.40
H 3.19245 0.75463 0.70443 0.40
H 2.56017 2.03499 -1.26129 0.23
H 0.09039 2.71192 -2.72415 0.38
H -2.31357 2.85426 -2.18880 0.38
H -3.13830 2.19725 0.03444 0.37
H -1.79421 0.56345 1.38782 0.36
C -0.71754 -2.95181 0.27067 -0.76
C 0.04521 -2.66076 -1.02610 -0.68
H -1.77132 -2.68353 0.11440 0.24
H -0.80863 -4.02375 0.44806 0.37
H -0.43426 -2.39899 1.15539 0.12
H 0.58313 -3.54678 -1.36292 0.35
H -0.47717 -2.11518 -1.80515 0.27
H 0.88490 -2.00529 -0.78445 0.10
```

Calculated values
Energy   -482.882299 Ha
Energy relative to the best compared isomer or geometry (same formula, charge and spin)   0.895 eV
Structure (SMILES)   Cc1c[nH]c2ccccc12.CC

# 5
C3H5N3S2 | ωB97M-V with the def2-TZVPD basis set

The geometry in XYZ format:
```
13
Properties=species:S:1:pos:R:3:mulliken_charge:R:1
C -0.70771 1.11938 -0.06274 -0.54
C 0.48732 0.35799 -0.22128 0.73
C -3.16967 0.14298 0.18330 0.09
N 0.37464 -0.87868 -0.65748 -0.20
N 1.68088 0.85092 0.27461 -0.51
N 1.40417 -1.72217 -0.25244 -0.55
S -4.62137 -0.37545 0.37528 -0.27
S -2.06849 0.46788 -0.97969 -0.05
H -0.83266 2.03228 0.48459 0.42
H 2.63592 0.60023 0.00364 0.24
H 1.71152 1.78445 0.61191 0.18
H 1.28476 -2.64783 -0.51134 0.22
H 1.82069 -1.73198 0.75163 0.25
```

Calculated values
Energy   -1077.799788 Ha
Energy relative to the best compared isomer or geometry (same formula, charge and spin)   4.280 eV

Copy entry 3 word for word.
CHN3O7 | ωB97M-V with the def2-TZVPD basis set

The geometry in XYZ format:
```
12
Properties=species:S:1:pos:R:3:mulliken_charge:R:1
C -0.24722 0.13864 0.00479 0.32
N -0.53910 -0.27830 -1.36258 0.98
N 0.63227 -1.35344 0.75202 0.89
N 0.66427 1.29685 0.10208 0.97
O 0.32287 -0.67642 -2.11642 -0.49
O 1.38469 -1.26154 1.63942 -0.50
O 1.65113 1.20044 -0.56793 -0.47
O -1.65673 -0.12290 -1.67176 -0.56
O 0.11039 -2.25274 0.20467 -0.49
O 0.32657 2.12295 0.94254 -0.63
O -1.24649 0.13553 0.90416 -0.42
H -1.40265 1.05092 1.16900 0.41
```

Calculated values
Energy   -729.294061 Ha
Energy relative to the best compared isomer or geometry (same formula, charge and spin)   0.619 eV

Repeat the first record exactly.
C14H11Cl2NO2 | ωB97M-V with the def2-TZVPD basis set

The geometry in XYZ format:
```
30
Properties=species:S:1:pos:R:3:mulliken_charge:R:1
O 3.64299 -0.18862 -1.38765 -0.64
C 2.60754 0.44332 -1.37113 0.24
C 1.67522 0.47780 -0.21510 -0.61
C 1.27506 -0.64344 0.38458 -0.68
C 0.30632 -0.70297 1.46802 0.58
C 0.13847 0.35464 2.36403 -0.31
C -0.79270 0.30917 3.38082 -0.86
C -1.59065 -0.81722 3.51991 0.43
Cl -2.76345 -0.89129 4.78086 -0.21
C -1.45491 -1.88923 2.65319 -0.84
C -0.51106 -1.82571 1.64248 0.77
Cl -0.39366 -3.16735 0.56597 -0.20
N 2.21784 1.19633 -2.43387 -0.09
C 0.91388 1.80844 -2.60099 -0.75
C -0.19155 0.90359 -2.15117 0.56
C -1.23658 1.10118 -1.29510 -0.65
C -1.92328 -0.13394 -1.21874 -0.28
C -1.24721 -0.98566 -2.03470 -0.68
O -0.20565 -0.36504 -2.60949 -0.35
H 1.32430 1.45155 0.09352 0.37
H 1.63508 -1.58974 0.00450 0.48
H 0.77226 1.22201 2.26771 0.43
H -0.90131 1.13546 4.06507 0.43
H -2.07615 -2.76381 2.76162 0.44
H 2.81641 1.12981 -3.24388 0.26
H 0.84710 2.74410 -2.03137 0.23
H 0.79404 2.04750 -3.66157 0.44
H -1.48391 2.00657 -0.77998 0.50
H -2.79172 -0.35168 -0.63247 0.51
H -1.40272 -2.01578 -2.28505 0.51
```

Calculated values
Energy   -1665.700066 Ha
Energy relative to the best compared isomer or geometry (same formula, charge and spin)   0.000 eV
Structure (SMILES)   O=C(/C=C/c1ccc(Cl)cc1Cl)NCc1ccco1